Computed, not measured: a single C20H17N3OS2 molecule, with ωB97M-V/def2-TZVPD.

Atoms and positions in Å:
1 C -1.785 4.633 4.208
2 C -1.420 3.291 3.656
3 C -2.296 2.607 2.818
4 C -1.961 1.379 2.290
5 C -0.726 0.797 2.590
6 C 0.155 1.480 3.427
7 C -0.191 2.709 3.950
8 H 0.501 3.226 4.599
9 H 1.112 1.039 3.666
10 C -0.395 -0.492 2.035
11 N -1.169 -1.181 1.266
12 C -0.621 -2.356 0.885
13 C 0.627 -2.592 1.382
14 S 1.143 -1.288 2.367
15 H 1.256 -3.443 1.221
16 C -1.371 -3.267 -0.020
17 H -2.253 -3.678 0.474
18 H -0.730 -4.065 -0.388
19 S -2.050 -2.368 -1.454
20 C -0.577 -1.698 -2.126
21 N 0.542 -2.070 -1.617
22 C 1.691 -1.521 -2.112
23 C 2.922 -1.887 -1.556
24 C 4.084 -1.337 -2.044
25 C 4.054 -0.418 -3.093
26 C 2.852 -0.048 -3.651
27 C 1.660 -0.592 -3.167
28 C 0.382 -0.206 -3.750
29 O 0.235 0.573 -4.670
30 N -0.729 -0.817 -3.153
31 C -2.046 -0.488 -3.650
32 H -1.914 0.226 -4.462
33 H -2.546 -1.384 -4.021
34 H -2.649 -0.046 -2.857
35 H 2.796 0.662 -4.462
36 H 4.976 0.002 -3.464
37 H 5.033 -1.621 -1.612
38 H 2.932 -2.599 -0.746
39 H -2.640 0.846 1.643
40 H -3.254 3.047 2.581
41 H -2.851 4.688 4.419
42 H -1.548 5.410 3.480
43 H -1.231 4.844 5.119

## Properties
* structure (SMILES): Cc1ccc(-c2nc(CSc3nc4ccccc4c(=O)n3C)cs2)cc1
* HOMO: -0.297 hartree
* relative energy (zero: lowest compared OMol25 entry of this formula, charge and spin): 0.0 kJ/mol

Computed, not measured: a gas-phase ion, C4H7N2O (charge +1), with ωB97M-V/def2-TZVPD.

Atoms and positions in Å:
1 C -0.771 1.265 0.002
2 C -2.065 0.886 0.199
3 C 0.439 0.488 -0.308
4 C 1.191 -1.694 0.069
5 N 0.216 -0.893 0.071
6 N -2.670 -0.291 -0.054
7 O -2.129 -1.419 -0.032
8 H -0.611 2.348 0.181
9 H -2.740 1.693 0.323
10 H 0.284 0.333 -1.434
11 H 1.454 0.817 -0.036
12 H -0.759 -1.326 0.077
13 H 2.371 -1.687 0.085
14 H 0.922 -2.738 0.228

## Properties
* structure (SMILES): C=[NH+]C/C=C\N=O
* total charge: +1
* HOMO: -0.517 hartree
* relative energy (zero: lowest compared OMol25 entry of this formula, charge and spin): 552.4 kJ/mol

Computed, not measured: a single C9H20FO5P molecule, with ωB97M-V/def2-TZVPD.

Atoms and positions in Å:
1 C 3.292 -1.562 1.893
2 O 3.727 -0.702 0.869
3 C 2.969 0.492 0.798
4 C 3.155 1.131 -0.573
5 C 1.944 1.946 -1.028
6 C 0.594 1.198 -1.117
7 C 0.668 -0.306 -1.376
8 O -0.320 -0.701 -2.344
9 P -1.665 -1.426 -1.976
10 O -2.513 -1.684 -3.125
11 O -1.278 -2.769 -1.197
12 O -2.268 -0.467 -0.853
13 C -2.995 -0.888 0.287
14 C -3.098 0.274 1.282
15 C -4.322 1.146 1.077
16 F -1.952 1.062 1.179
17 H 3.237 -1.051 2.862
18 H 4.014 -2.374 1.967
19 H 2.304 -1.983 1.664
20 H 1.910 0.269 0.990
21 H 3.301 1.180 1.587
22 H 3.398 0.344 -1.288
23 H 4.028 1.788 -0.545
24 H 2.171 2.394 -1.998
25 H 1.819 2.785 -0.337
26 H 0.023 1.611 -1.950
27 H -0.009 1.393 -0.229
28 H 1.622 -0.605 -1.805
29 H 0.524 -0.883 -0.456
30 H -0.795 -2.664 -0.370
31 H -2.535 -1.758 0.759
32 H -4.005 -1.168 -0.029
33 H -3.072 -0.144 2.291
34 H -4.638 1.148 0.033
35 H -4.085 2.170 1.364
36 H -5.151 0.803 1.696

## Properties
* structure (SMILES): COCCCCCO[P@@](=O)(O)OC[C@H](C)F
* HOMO: -0.370 hartree

Going through the records in order, we get molecular weight values of 379.51, 99.11, 258.23 g mol⁻¹.